# 1
A molecular structure, C4H10NOPS at a distorted geometry, computed with wB97M-V/def2-TZVPD.

Each line ends with the natural charge from an NBO analysis.
Positions of all 18 atoms, in Å:
C 2.096 -0.978 0.995  -0.890
C 1.504 -1.015 -1.480  -0.891
C -0.995 1.655 -0.252  -0.429
C -1.142 -0.681 0.403  -0.419
N -0.347 0.553 0.410  -0.754
O 2.155 1.664 -0.039  -1.053
P 1.355 0.415 -0.027  2.017
S 1.523 -2.250 -0.204  0.208
H 3.190 -0.882 0.969  0.251
H 1.680 -1.124 2.032  0.254
H 0.614 -1.071 -2.274  0.242
H 2.438 -0.951 -2.032  0.237
H -2.028 1.905 0.313  0.207
H -0.339 2.525 -0.360  0.239
H -1.193 1.445 -1.340  0.170
H -0.917 -1.062 -0.603  0.185
H -0.982 -1.567 1.171  0.223
H -2.160 -0.411 0.483  0.203

**Maximum force**: 3.04 eV Å⁻¹
**Calculated total energy**: -1027.9191 a.u.
**Total charge**: 0
**Kohn-Sham gap**: 9.614 eV
**Energy above the lowest of the compared OMol25 structures with the same formula, charge and spin**: 133.9 kJ/mol



# 2
A gas-phase ion, C4H10NOS (charge -1) at a distorted geometry, computed with wB97M-V/def2-TZVPD.

Each line ends with the natural charge from an NBO analysis.
Positions of all 17 atoms, in Å:
C 0.466 -1.003 1.709  -0.611
C 0.133 -0.107 0.579  -0.065
C -1.131 -0.726 -0.285  -0.610
S -2.740 -0.090 -0.243  -0.108
N 1.124 0.215 -0.346  -0.666
C 0.879 1.301 -1.304  0.141
O -0.257 1.374 -2.095  -0.944
H -0.440 -1.459 2.224  0.211
H 1.118 -1.935 1.396  0.187
H 1.095 -0.673 2.551  0.197
H -0.201 0.858 1.063  0.144
H -0.915 -0.554 -1.358  0.300
H -1.239 -1.868 -0.153  0.188
H -2.633 0.758 -1.426  0.185
H 1.960 0.289 0.203  0.341
H 0.935 2.248 -0.642  0.027
H 1.847 1.371 -1.873  0.085

**Maximum force**: 4.32 eV Å⁻¹
**SMILES**: C[C@H](CS)NC[O-]
**Calculated total energy**: -686.5304 a.u.
**Total charge**: -1
**Kohn-Sham gap**: 6.251 eV
**Energy above the lowest of the compared OMol25 structures with the same formula, charge and spin**: 352.3 kJ/mol



# 3
A molecular structure, C4H10NOS at a distorted geometry, computed with wB97M-V/def2-TZVPD.

Each line ends with the Mulliken spin population.
Positions of all 17 atoms, in Å:
O 1.258 -0.635 0.388  0.197
C 0.151 -0.543 0.872  0.021
C -1.022 0.005 0.241  0.603
C -2.396 -0.447 0.588  0.038
C -3.489 -0.869 -0.407  0.039
S -4.597 0.821 -0.767  -0.007
N 6.841 0.610 -0.723  0.000
H -0.038 -0.747 1.946  0.013
H -0.879 0.859 -0.414  0.032
H -2.832 0.483 0.993  0.068
H -2.371 -1.081 1.477  0.004
H -3.552 -0.368 -1.392  -0.003
H -3.670 -1.921 -0.247  -0.004
H -3.449 1.500 -0.848  0.000
H 6.989 1.559 -1.026  0.000
H 7.097 0.594 0.252  0.000
H 5.960 0.180 -0.934  0.000

**Maximum force**: 4.22 eV Å⁻¹
**Spin multiplicity**: 2
**Calculated total energy**: -686.3979 a.u.
**Total charge**: 0
**Kohn-Sham gap (alpha / beta)**: 9.180 / 7.975 eV
**Energy above the lowest of the compared OMol25 structures with the same formula, charge and spin**: 271.3 kJ/mol



# 4
C4H10NP in the gas phase at a distorted geometry, computed with wB97M-V/def2-TZVPD.

Each line ends with the natural charge from an NBO analysis.
Positions of all 16 atoms, in Å:
C -2.877 0.733 0.010  -0.909
P -1.754 -0.774 -0.079  0.360
C -0.358 0.241 -0.173  -0.294
N 0.947 -0.180 -0.092  -0.427
C 2.040 0.761 0.209  -0.396
C 1.197 -1.625 -0.147  -0.444
H -3.796 0.252 -0.085  0.216
H -2.788 1.272 0.920  0.211
H -2.772 1.484 -0.774  0.215
H -0.608 1.350 -0.111  0.210
H 2.535 0.422 1.123  0.203
H 2.655 0.643 -0.710  0.203
H 1.577 1.783 0.275  0.215
H 2.286 -1.946 -0.099  0.210
H 0.820 -2.185 0.707  0.206
H 0.898 -2.232 -0.973  0.220

**Maximum force**: 2.68 eV Å⁻¹
**SMILES**: C/P=C/N(C)C
**Calculated total energy**: -554.4353 a.u.
**Total charge**: 0
**Kohn-Sham gap**: 8.044 eV
**Energy above the lowest of the compared OMol25 structures with the same formula, charge and spin**: 129.6 kJ/mol



# 5
A gas-phase ion, C4H10NS (charge -1) at a distorted geometry, computed with wB97M-V/def2-TZVPD.

Each line ends with the natural charge from an NBO analysis.
Positions of all 16 atoms, in Å:
C 0.823 -1.578 1.542  -0.610
C 1.157 -0.447 0.464  -0.178
N 0.100 -0.628 -0.420  -0.647
C -0.364 0.533 -1.235  -0.242
C -1.370 1.606 -0.765  -0.563
S -2.574 2.176 -2.111  -0.724
H 1.466 -2.364 1.231  0.197
H 1.217 -1.213 2.388  0.190
H -0.226 -1.833 1.784  0.200
H 2.196 -0.630 0.238  0.156
H 1.164 0.574 0.906  0.148
H -0.663 -1.087 -0.084  0.350
H -0.754 0.137 -2.306  0.202
H 0.667 0.940 -1.430  0.166
H -0.752 2.463 -0.294  0.167
H -2.086 1.351 0.094  0.189

**Maximum force**: 4.56 eV Å⁻¹
**SMILES**: CCNCC[S-]
**Calculated total energy**: -611.2948 a.u.
**Total charge**: -1
**Kohn-Sham gap**: 5.808 eV
**Energy above the lowest of the compared OMol25 structures with the same formula, charge and spin**: 186.4 kJ/mol



# 6
A gas-phase ion, C4H10NS (charge -1), computed with wB97M-V/def2-TZVPD.

Each line ends with the natural charge from an NBO analysis.
Positions of all 16 atoms, in Å:
C -1.489 1.827 -1.003  -0.621
C -0.299 1.756 -0.052  -0.219
N -0.451 0.767 1.006  -0.662
C -0.955 -0.563 0.644  -0.232
C 0.112 -1.610 0.234  -0.550
S 1.740 -0.974 -0.310  -0.732
H -1.473 1.006 -1.717  0.205
H -1.465 2.769 -1.546  0.193
H -2.429 1.815 -0.436  0.191
H 0.611 1.576 -0.647  0.206
H -0.191 2.743 0.412  0.157
H 0.462 0.603 1.423  0.379
H -1.477 -0.921 1.540  0.166
H -1.703 -0.492 -0.151  0.172
H 0.315 -2.278 1.075  0.170
H -0.293 -2.243 -0.564  0.175

**Maximum force**: 0.57 eV Å⁻¹
**SMILES**: CCNCC[S-]
**Calculated total energy**: -611.3579 a.u.
**Total charge**: -1
**Kohn-Sham gap**: 6.376 eV
**Energy above the lowest of the compared OMol25 structures with the same formula, charge and spin**: 20.8 kJ/mol



# 7
2 unconnected molecules or ions with the total composition C4H10NS at a distorted geometry, computed with wB97M-V/def2-TZVPD.

Each line ends with the natural charge from an NBO analysis.
Positions of all 16 atoms, in Å:
C 1.758 -0.690 0.045  -0.298
C 0.580 -1.007 -0.691  0.029
C -1.650 1.198 0.395  -0.672
C -0.220 0.769 0.890  -0.249
N 0.741 0.328 -0.102  -0.406
S 0.411 -0.983 -2.457  0.180
H 1.813 -1.060 1.113  0.258
H 2.794 -0.432 -0.221  0.274
H -1.444 -1.952 0.639  0.049
H -2.438 0.400 0.627  0.243
H -2.219 2.044 0.834  0.271
H -1.720 1.132 -0.753  0.231
H -0.362 -0.175 1.490  0.234
H 0.156 1.643 1.558  0.256
H 1.108 1.026 -0.753  0.437
H 0.692 -2.240 -2.613  0.161

**Maximum force**: 4.96 eV Å⁻¹
**Calculated total energy**: -610.8458 a.u.
**Total charge**: +1
**Kohn-Sham gap (alpha / beta)**: 8.255 / 9.364 eV
**Energy above the lowest of the compared OMol25 structures with the same formula, charge and spin**: 676.0 kJ/mol



# 8
A gas-phase ion, C4H10NS (charge +1) at a distorted geometry, computed with wB97M-V/def2-TZVPD.

Each line ends with the natural charge from an NBO analysis.
Positions of all 16 atoms, in Å:
C 1.961 -0.891 -0.388  -0.631
C 1.837 0.669 -0.019  -0.262
C -0.493 0.236 -0.519  -0.202
C -2.936 -0.764 -0.316  -0.715
N 0.568 1.260 -0.521  -0.633
S -1.910 0.714 0.087  0.525
H 1.958 -1.051 -1.492  0.231
H 2.947 -1.297 -0.125  0.247
H 1.810 0.658 1.078  0.227
H 2.832 1.136 -0.374  0.256
H 1.040 -1.482 0.142  0.245
H -3.641 -0.960 0.547  0.264
H -2.155 -1.466 -0.599  0.270
H -3.587 -0.508 -1.152  0.257
H 0.263 1.883 0.262  0.425
H 0.828 1.984 -1.318  0.495

**Maximum force**: 4.43 eV Å⁻¹
**Calculated total energy**: -610.9492 a.u.
**Total charge**: +1
**Kohn-Sham gap**: 8.465 eV
**Energy above the lowest of the compared OMol25 structures with the same formula, charge and spin**: 404.5 kJ/mol



# 9
2 unconnected molecules or ions with the total composition C4H10NS at a distorted geometry, computed with wB97M-V/def2-TZVPD.

Each line ends with the natural charge from an NBO analysis.
Positions of all 16 atoms, in Å:
C 1.988 1.128 -0.295  -0.450
C -0.718 -1.794 0.070  -0.393
C -1.606 0.289 -0.962  -0.419
C -0.009 0.250 0.955  0.103
N -0.694 -0.296 0.013  -0.268
S 3.313 1.771 0.501  0.344
H 2.065 0.866 -1.306  0.177
H -1.584 -2.226 0.441  0.228
H -0.571 -2.078 -0.994  0.217
H 0.033 -2.123 0.627  0.205
H -2.140 -0.484 -1.579  0.250
H -2.317 0.846 -0.466  0.229
H -0.944 0.961 -1.401  0.228
H 0.510 -0.359 1.560  0.209
H -0.223 1.318 1.100  0.230
H 2.897 1.930 1.736  0.110

**Maximum force**: 5.93 eV Å⁻¹
**Calculated total energy**: -610.9330 a.u.
**Total charge**: +1
**Kohn-Sham gap**: 8.311 eV
**Energy above the lowest of the compared OMol25 structures with the same formula, charge and spin**: 446.9 kJ/mol



# 10
2 unconnected molecules or ions with the total composition C4H10NS2 at a distorted geometry, computed with wB97M-V/def2-TZVPD.

Each line ends with the natural charge from an NBO analysis.
Positions of all 17 atoms, in Å:
C 1.844 1.165 1.028  -0.341
C -2.230 0.629 -0.609  -0.747
C 1.863 -0.141 0.831  -0.392
C -1.568 -0.431 0.090  0.330
N -1.139 -1.491 -0.554  -0.611
S 1.930 2.591 -0.097  0.019
S 1.954 -1.210 -0.648  -0.007
H -1.521 1.353 -1.016  0.303
H -2.949 1.290 -0.141  0.291
H -2.775 0.179 -1.349  0.248
H 1.590 -0.682 1.796  0.230
H -0.834 -2.313 0.199  0.466
H -1.415 -0.406 1.221  0.248
H -1.276 -1.684 -1.494  0.436
H 1.951 1.506 2.019  0.240
H 2.396 2.024 -1.210  0.138
H 2.178 -2.379 -0.067  0.150

**Maximum force**: 7.48 eV Å⁻¹
**Calculated total energy**: -1009.1992 a.u.
**Total charge**: +1
**Kohn-Sham gap**: 6.985 eV
**Energy above the lowest of the compared OMol25 structures with the same formula, charge and spin**: 175.4 kJ/mol